(1)
Molecular formula: C30H59Cl24NO7S4
Method: DFT, ωB97M-V/def2-TZVPD

Summary:
- LUMO (eV) = -0.71
- frontier orbital gap (eV) = 7.92
- E_tot (eV) = -391755.4141
- HOMO energy (eV) = -8.6

Positions of all 125 atoms, in Å:
C (-2.5816, 6.8571, 4.4052)
C (-2.1198, 6.6614, 2.8253)
C (-0.4499, 6.6802, 2.7582)
C (0.1393, 5.2041, 3.2790)
N (0.2814, 4.3445, 2.0515)
C (1.6856, 3.8487, 1.8150)
C (2.1262, 2.5265, 2.6728)
C (2.4845, 1.1992, 1.7641)
C (1.4985, 0.9643, 0.4759)
C (2.0424, -0.3900, -0.3414)
C (2.4012, -1.7319, 0.5291)
C (2.4097, -3.0901, -0.3893)
C (2.6390, -4.4880, 0.4426)
S (3.0840, -5.8047, -0.8480)
O (1.8326, -6.2264, -1.6882)
O (4.1516, -5.3200, -1.8637)
O (3.6221, -7.1838, 0.0095)
O (3.3060, 0.1639, -0.9321)
S (3.0690, 0.6717, -2.5697)
O (3.4241, 2.1326, -2.9523)
O (3.5496, -0.3306, -3.6708)
O (1.3324, 0.6165, -2.6338)
C (1.1057, -0.5433, -1.7088)
C (-0.4422, -0.9500, -1.3358)
C (-0.7721, 3.2791, 1.9192)
S (-1.3561, 2.9831, 0.3128)
S (-1.4979, 2.2055, 3.2662)
C (-2.1297, 0.5654, 2.6201)
C (-3.7935, 0.6351, 2.6973)
C (-4.3002, 0.2991, 1.1406)
H (-3.1376, 5.8607, 4.7384)
H (-1.5780, 6.9356, 5.0332)
H (-3.2594, 7.8115, 4.5510)
H (-2.5490, 5.6283, 2.4104)
H (-2.5755, 7.5473, 2.2023)
H (-0.1724, 6.7728, 1.6250)
H (0.0209, 7.5744, 3.3505)
H (1.1594, 5.4463, 3.8189)
H (-0.6259, 4.8312, 4.0797)
H (2.4129, 4.7380, 2.1404)
H (1.8256, 3.7510, 0.6465)
H (1.3788, 2.1950, 3.5092)
H (3.1390, 2.8099, 3.2379)
H (3.6394, 1.1442, 1.4707)
H (2.3183, 0.2625, 2.4851)
H (0.3850, 0.6936, 0.8104)
H (1.5032, 1.8244, -0.3200)
H (1.6530, -1.8651, 1.4199)
H (3.4865, -1.6341, 1.0151)
H (3.2379, -2.9427, -1.2237)
H (1.3744, -3.2193, -0.9672)
H (3.4296, -4.4234, 1.3039)
H (1.5873, -4.8170, 0.8905)
H (3.5522, -7.0240, 0.9974)
H (1.4350, -1.4382, -2.4248)
H (-0.4134, -1.3476, -0.2114)
H (-0.8625, -1.8490, -1.9878)
H (-1.1376, -0.0075, -1.3311)
H (-1.7952, -0.3335, 3.3303)
H (-1.7240, 0.3837, 1.5356)
H (-4.2487, -0.1014, 3.4855)
H (-4.1521, 1.7438, 2.9365)
H (-4.1731, 1.3267, 0.5579)
H (-3.5375, -0.4563, 0.6637)
H (-5.3883, -0.1290, 1.0966)
C (-3.6107, 8.0914, -0.5946)
Cl (-4.8251, 8.7161, 0.5280)
Cl (-3.4324, 6.3405, -0.4291)
H (-3.9191, 8.3226, -1.6171)
H (-2.6509, 8.5685, -0.3820)
C (3.9890, -9.5286, -2.4185)
Cl (2.9326, -10.9073, -2.7480)
Cl (5.1978, -9.9321, -1.1933)
H (4.4995, -9.2430, -3.3415)
H (3.3826, -8.6938, -2.0588)
C (-3.8320, 9.3860, 7.4545)
Cl (-3.7861, 7.6249, 7.6025)
Cl (-2.2441, 10.0294, 7.0192)
H (-4.5515, 9.6591, 6.6787)
H (-4.1400, 9.8154, 8.4110)
C (-0.3848, -10.2633, -1.4716)
Cl (-0.3687, -9.7463, 0.2189)
Cl (-1.3688, -11.7165, -1.6829)
H (-0.7999, -9.4601, -2.0853)
H (0.6390, -10.4776, -1.7878)
C (7.7587, -6.0194, -2.2427)
Cl (8.8348, -6.2940, -0.8672)
Cl (8.4749, -4.8855, -3.3943)
H (7.5764, -6.9714, -2.7473)
H (6.8140, -5.6080, -1.8788)
C (1.9474, 3.2408, -6.1296)
Cl (0.4928, 2.7421, -7.0018)
Cl (1.8581, 4.9442, -5.6653)
H (2.0482, 2.6312, -5.2283)
H (2.8171, 3.0928, -6.7743)
C (-5.7186, 4.5605, 8.3088)
Cl (-7.3682, 4.3299, 7.7164)
Cl (-4.6042, 3.4182, 7.5484)
H (-5.3968, 5.5789, 8.0778)
H (-5.7041, 4.4054, 9.3904)
C (-7.1383, 2.8925, -0.3774)
Cl (-7.0360, 1.5959, 0.8200)
Cl (-5.5545, 3.6258, -0.6580)
H (-7.5109, 2.4795, -1.3180)
H (-7.8261, 3.6596, -0.0133)
C (-3.7777, -10.1452, 1.9339)
Cl (-3.3474, -9.0393, 3.2443)
Cl (-5.2727, -9.6377, 1.1385)
H (-2.9696, -10.1568, 1.1984)
H (-3.9163, -11.1478, 2.3456)
C (8.2705, -4.2036, -7.2235)
Cl (6.6209, -4.4342, -7.8159)
Cl (9.3849, -5.3459, -7.9839)
H (8.5923, -3.1852, -7.4545)
H (8.2850, -4.3587, -6.1419)
C (0.3517, 3.6928, -10.8851)
Cl (-1.1029, 3.1941, -11.7573)
Cl (0.2623, 5.3962, -10.4208)
H (0.4525, 3.0832, -9.9838)
H (1.2214, 3.5448, -11.5298)
C (-2.2203, -4.2664, -0.6901)
Cl (-1.7899, -3.1606, 0.6203)
Cl (-3.7152, -3.7590, -1.4855)
H (-1.4122, -4.2781, -1.4255)
H (-2.3588, -5.2691, -0.2784)

(2)
Molecular formula: C30H59F5N2O5PbSbSi7Te
Method: DFT, ωB97M-V/def2-TZVPD

Summary:
- LUMO (eV) = -3.04
- frontier orbital gap (eV) = 6.74
- E_tot (eV) = -133098.1723
- HOMO energy (eV) = -9.8
- ΔE to the lowest compared entry with this formula, charge and spin (kcal/mol) = 0.0
- charge = +1

Positions of all 111 atoms, in Å:
Pb (-0.0168, 1.4533, -0.9719)
C (1.3399, 5.3649, -0.4977)
C (0.2242, 4.8259, 0.3216)
N (-0.3076, 3.6212, 0.2202)
C (-1.3382, 3.5573, 1.1285)
C (-1.4224, 4.7467, 1.7988)
N (-0.4279, 5.5227, 1.2710)
C (-2.2752, 5.3416, 2.8686)
O (-3.2329, 4.5888, 3.3652)
O (-2.0517, 6.4717, 3.2205)
C (-2.1728, 2.3356, 1.2320)
O (-3.1111, 2.2930, 2.0363)
O (-1.8651, 1.3765, 0.4411)
H (2.1579, 4.6487, -0.5336)
H (1.7158, 6.2962, -0.0786)
H (1.0022, 5.5576, -1.5168)
H (-0.2562, 6.4686, 1.5845)
H (-3.2479, 3.6922, 2.9307)
F (1.5674, -5.2398, -2.0637)
C (0.7856, -4.2023, -1.8001)
C (0.4028, -3.3417, -2.8159)
F (0.8177, -3.5531, -4.0592)
C (-0.4017, -2.2522, -2.5291)
F (-0.7552, -1.4200, -3.5145)
C (-0.8336, -1.9919, -1.2342)
O (-1.5482, -0.8691, -0.9744)
C (-0.4397, -2.8710, -0.2348)
F (-0.8833, -2.6730, 1.0136)
C (0.3555, -3.9671, -0.5038)
F (0.7080, -4.7895, 0.4775)
C (-3.1301, -4.6657, -0.7813)
Si (-4.1935, -3.2169, -1.2708)
C (-4.1782, -2.9848, -3.1211)
C (-5.9279, -3.4038, -0.5981)
Sb (-3.4096, -0.9740, -0.1885)
Si (-3.4887, -1.1703, 2.4349)
C (-1.9493, -0.5042, 3.2095)
C (-5.0782, -0.2734, 2.7841)
C (-3.6639, -3.0025, 2.7222)
Si (-4.5580, 0.8452, -1.6587)
C (-6.2961, 0.2090, -1.8846)
C (-4.5732, 2.5326, -0.8873)
C (-3.5471, 0.7925, -3.2204)
H (-3.6910, -5.5798, -0.9971)
H (-2.8745, -4.6760, 0.2785)
H (-2.2095, -4.6989, -1.3649)
H (-4.4368, -3.9346, -3.5974)
H (-3.1917, -2.6909, -3.4849)
H (-4.9022, -2.2407, -3.4551)
H (-6.4022, -4.2578, -1.0902)
H (-6.5568, -2.5322, -0.7821)
H (-5.9319, -3.6076, 0.4741)
H (-1.9610, 0.5812, 3.2606)
H (-1.0549, -0.8312, 2.6789)
H (-1.8958, -0.9016, 4.2279)
H (-5.0039, 0.7788, 2.5108)
H (-5.2935, -0.3326, 3.8547)
H (-5.9187, -0.7334, 2.2581)
H (-2.7475, -3.5416, 2.4819)
H (-4.4938, -3.4482, 2.1723)
H (-3.8648, -3.1520, 3.7876)
H (-6.8226, 0.1184, -0.9321)
H (-6.3284, -0.7538, -2.3949)
H (-6.8537, 0.9240, -2.4955)
H (-4.9001, 2.5264, 0.1519)
H (-5.2769, 3.1423, -1.4624)
H (-3.5956, 3.0114, -0.9424)
H (-3.6291, -0.1653, -3.7349)
H (-2.4889, 0.9746, -3.0250)
H (-3.9029, 1.5740, -3.8975)
C (3.9438, -2.3856, 2.5874)
Si (4.5971, -1.8985, 0.8995)
C (6.4717, -1.9405, 0.9016)
C (3.9204, -3.0955, -0.3782)
Si (3.8335, 0.2558, 0.3590)
Te (1.4237, 0.2328, 1.1442)
Si (3.9550, 0.6483, -1.9434)
C (3.5254, 2.4365, -2.3556)
C (2.7753, -0.4830, -2.8744)
C (5.7058, 0.3180, -2.5253)
Si (4.8236, 1.9382, 1.6590)
C (6.6058, 2.2152, 1.1421)
C (3.8499, 3.5294, 1.4294)
C (4.7418, 1.4405, 3.4627)
H (4.1882, -3.4318, 2.7899)
H (2.8585, -2.2784, 2.6442)
H (4.3839, -1.7805, 3.3821)
H (6.8215, -2.9365, 1.1853)
H (6.8923, -1.2275, 1.6132)
H (6.8826, -1.7117, -0.0840)
H (4.0710, -4.1306, -0.0618)
H (4.3966, -2.9686, -1.3526)
H (2.8475, -2.9252, -0.4977)
H (2.5260, 2.7327, -2.0235)
H (3.5639, 2.5838, -3.4385)
H (4.2398, 3.1259, -1.8999)
H (1.7431, -0.3829, -2.5310)
H (3.0575, -1.5298, -2.7453)
H (2.7944, -0.2571, -3.9440)
H (6.4338, 0.9175, -1.9750)
H (5.8064, 0.5583, -3.5868)
H (5.9745, -0.7326, -2.3948)
H (6.6843, 2.5046, 0.0918)
H (7.2063, 1.3148, 1.2854)
H (7.0550, 3.0118, 1.7405)
H (4.0104, 3.9511, 0.4352)
H (4.1645, 4.2755, 2.1638)
H (2.7811, 3.3426, 1.5683)
H (5.3523, 0.5594, 3.6701)
H (3.7153, 1.2197, 3.7632)
H (5.1095, 2.2559, 4.0910)